DFT (the ωB97M-V functional and the def2-TZVPD basis) results for C16H30BBeFN2O12Pb as an isolated structure.

Output
ΔE to the lowest compared entry with this formula, charge and spin	0.0000	eV
total charge	+2
orbital gap	5.41	eV

Each line ends with the natural charge from an NBO analysis.
Positions of all 64 atoms, in Å:
Be 13.9366 14.2584 -17.2255  1.72
Pb 9.3062 15.6042 -16.7929  1.70
O 10.9639 14.8892 -25.9938  -0.48
C 11.0503 14.5103 -24.8717  0.68
O 11.4777 15.1967 -23.8028  -0.68
B 11.3130 14.4519 -22.5794  1.16
O 10.8866 13.1195 -23.0179  -0.69
C 10.6239 13.1317 -24.3352  0.67
O 10.1716 12.2378 -24.9583  -0.49
O 10.3109 15.0332 -21.6276  -0.59
C 10.8105 15.1406 -20.4381  0.71
O 10.2172 15.5170 -19.4559  -0.67
C 12.2634 14.6979 -20.5375  0.72
O 12.5508 14.3982 -21.7570  -0.59
O 13.0362 14.7881 -19.6131  -0.69
F 11.6113 14.7454 -16.9612  -0.88
C 15.0703 16.0742 -19.1502  -0.25
O 15.1548 14.8732 -18.3478  -0.72
C 16.4716 14.3321 -18.1933  -0.08
C 16.3134 12.8310 -18.1636  -0.28
N 15.4547 12.5433 -17.0721  -0.71
C 14.7238 11.2783 -17.1193  -0.25
C 13.7055 11.3467 -18.2308  -0.09
O 12.8622 12.4545 -17.9472  -0.62
C 11.6820 12.4433 -18.7497  -0.27
H 14.1203 16.5388 -18.9238  0.23
H 15.2000 15.8772 -20.2106  0.23
H 15.8184 16.8013 -18.8261  0.20
H 16.9643 14.6640 -17.2739  0.20
H 17.1266 14.6179 -19.0161  0.24
H 17.2883 12.3349 -18.1071  0.24
H 15.9572 12.4732 -19.1291  0.23
H 16.0329 12.4433 -16.2404  0.41
H 14.1868 11.1312 -16.1863  0.23
H 15.3786 10.4476 -17.3946  0.22
H 13.1698 10.3929 -18.1533  0.21
H 14.1222 11.3369 -19.2417  0.20
H 11.1014 13.2787 -18.3618  0.23
H 11.0587 11.5461 -18.7167  0.19
H 11.9449 12.5922 -19.7983  0.20
C 8.3989 17.4207 -13.7334  -0.26
O 8.7326 16.1522 -14.2986  -0.62
C 8.6848 15.0565 -13.3797  -0.08
C 9.3635 13.8790 -14.0697  -0.26
N 8.6094 13.5553 -15.2944  -0.70
C 9.1839 12.5519 -16.1844  -0.27
C 8.3338 12.4831 -17.4696  -0.08
O 8.1709 13.7859 -18.0141  -0.63
C 7.6306 13.8194 -19.3470  -0.26
H 9.1311 17.6331 -12.9480  0.19
H 7.4005 17.4394 -13.2972  0.21
H 8.5276 18.2109 -14.4696  0.21
H 7.6558 14.9240 -13.0325  0.20
H 9.2473 15.3778 -12.4966  0.21
H 9.3474 13.0729 -13.3303  0.22
H 10.3873 14.1786 -14.3012  0.21
H 7.7465 13.1513 -14.9357  0.41
H 9.2990 11.5665 -15.7228  0.22
H 10.1935 12.8025 -16.5300  0.22
H 7.3561 12.0171 -17.3348  0.21
H 8.9621 11.8077 -18.0597  0.20
H 7.4958 14.8757 -19.5750  0.21
H 6.6886 13.2863 -19.4521  0.21
H 8.3606 13.4960 -20.0907  0.21

Atoms 1-6, force components in eV/Å:
-0.291 -1.836 -3.210
0.574 -0.439 -0.512
0.254 0.054 0.396
-0.486 -0.202 -0.167
0.322 0.991 0.621
-0.434 -0.853 -1.989